[1]
Here is C37H79AlBCl2CsF4I2K2LiN5O12P as an isolated structure from the Open Molecules 2025 dataset. Energies are from the ωB97M-V functional and the def2-TZVPD basis.

Its HOMO energy is -5.020 eV. As for the HOMO-LUMO gap: 1.65 eV. The LUMO energy comes out at -3.371 eV. Its net charge is +1. The calculation puts the total energy at -6384.98116 a.u.

Structure (XYZ):
```
148
C37H79AlBCl2CsF4I2K2LiN5O12P | the Open Molecules 2025 dataset | the ωB97M-V functional and the def2-TZVPD basis
Cs 0.29359 0.82352 5.25398
I 4.08545 -6.81192 -0.23159
I 1.41106 2.91490 3.99323
K 2.92308 4.13471 -4.01051
K 1.56691 -6.57903 1.85478
Cl -0.82670 -2.71835 2.91560
Cl 6.07638 -2.45741 -0.52673
P -8.17089 0.20810 -3.11375
Al -5.07568 -3.51822 0.06573
F -5.92611 -4.02054 -1.27851
F -4.25799 -2.07301 -0.38287
F -3.90448 -4.63526 0.48262
F -6.08822 -3.15598 1.33252
O 2.89523 3.15253 -2.13977
O 3.47628 2.72116 1.33513
O -10.16574 -5.62107 -6.48542
O 0.51997 8.35218 1.00381
O 3.18636 0.72978 5.05226
O 2.99303 -1.74426 6.53047
O -10.48078 -2.15107 -6.06351
O 1.84848 1.67223 0.05075
O 8.75190 2.45186 0.13851
O -1.04404 0.43368 0.91144
O 3.82525 4.82162 -0.97549
O -6.97862 -0.65939 -3.37373
N -7.41517 1.40663 -2.11142
N 7.21785 0.59765 2.90077
N 2.31555 -0.90406 1.38043
N -9.55398 1.19671 -3.46584
N -9.14704 -0.90228 -2.29646
C -1.74058 0.77465 -0.24352
C 3.41336 -2.25972 5.28901
C 5.05895 2.79905 -1.22307
C -2.98331 1.56102 0.12813
C -0.03756 -0.51987 0.65977
C 9.32340 3.61754 -1.91381
C -8.86269 -2.32402 -2.50067
C -10.03514 1.01203 -4.84977
C 2.19559 -2.21137 4.38308
C -9.78157 -3.05727 -6.45737
C 4.28918 0.21690 -1.03563
C -9.74422 -0.66759 -0.99928
C 1.87126 -3.15999 0.71220
C 2.98555 1.09727 3.91896
C -6.96602 1.03170 -0.79112
C 6.02055 0.25348 0.79660
C 3.09429 5.55947 1.22713
C 3.93405 0.45478 2.85329
C 2.64358 5.13966 -0.15645
C 4.59410 -0.25080 0.42299
C 2.71093 -2.32566 1.71273
C 4.20591 -2.54297 1.53296
C 2.83442 -5.08284 -0.56930
C -6.38537 2.14394 -2.80373
C -10.92725 -4.77006 -6.09854
C 6.86430 -0.21282 1.98782
C 0.93448 -0.52724 1.82034
C 8.75133 3.72467 -0.51004
C 2.11890 -4.66154 0.72760
C -9.64295 2.60964 -3.10002
C 3.68406 -2.26710 7.65134
C 4.62780 -1.81516 0.27825
C 2.35031 -2.97571 3.07793
C 5.05823 1.35676 -1.71578
C 3.81293 3.58468 -1.48492
C 3.44051 0.13166 1.44931
C 7.49903 -1.56523 2.09724
B 2.90756 1.56157 0.93646
Li -3.20112 -0.56099 -1.76847
H -9.37357 1.48475 -5.58357
H -5.48715 1.52754 -2.99887
H 3.22503 0.19984 -1.26755
H 4.67517 1.38853 -2.73476
H 5.79403 3.32035 -1.84606
H 4.78096 1.12737 2.77820
H 3.03511 -2.93320 8.21486
H 1.27089 8.25197 0.41127
H 2.33418 5.25791 1.94183
H 3.64521 -3.31796 5.44172
H 6.66859 0.12127 -0.06407
H 3.85642 -2.03964 -0.45208
H 1.46364 -2.75237 4.97664
H -6.48283 1.88365 -0.30445
H 4.60989 -0.60151 -1.67758
H 6.08859 1.05769 -1.86723
H -11.10951 -4.58667 -5.02349
H 4.26188 -1.69580 4.89880
H 6.81164 -2.39734 2.18562
H -10.09717 -0.05353 -5.08044
H -1.12295 1.32908 -0.95485
H -2.76710 2.61971 0.19683
H -2.02402 -0.17983 -0.71866
H 9.30590 4.58234 -2.42214
H 6.85194 1.53613 2.73886
H 0.42306 -1.32618 2.49697
H -6.09116 3.02055 -2.22138
H 2.12722 -5.29639 -1.35846
H 4.59741 -2.77102 7.35213
H -11.81012 -4.45857 -6.68793
H 1.43309 -3.54337 2.98751
H -8.61641 -2.52177 -3.53950
H 9.32400 4.43910 0.08755
H 1.15636 -5.17117 0.72103
H -8.03509 -2.68558 -1.88152
H 0.82810 0.38206 2.39027
H 2.76698 -5.01491 1.53335
H 0.50764 7.52490 1.49784
H 7.71552 4.06153 -0.53926
H -9.05478 -0.92185 -0.18657
H 3.27059 6.62630 1.28639
H 3.49143 -4.29081 -0.89653
H 0.83918 -3.03118 1.03546
H -9.75657 -2.90227 -2.25821
H -9.57651 -3.17702 -7.53892
H 9.66074 2.14117 0.18781
H 1.08615 2.02478 0.53687
H 5.96608 1.33151 0.91394
H 1.96032 4.30380 -0.12462
H 3.11325 -3.73458 3.25906
H 3.91996 -1.43931 8.31065
H 0.45826 -0.27241 -0.28944
H -10.63874 -1.28371 -0.88092
H -9.52588 2.74022 -2.03012
H -8.92176 3.25150 -3.61742
H 1.98178 -2.80062 -0.31239
H 8.06135 -1.74888 1.18539
H 5.41135 2.97584 -0.21689
H -6.74893 2.50589 -3.77032
H -10.64595 2.95235 -3.36176
H -11.03482 1.42915 -4.96234
H -7.77129 0.75288 -0.11710
H -3.75719 1.43630 -0.62846
H 4.38824 -3.60490 1.39586
H -3.33766 1.21220 1.08935
H 10.35443 3.26162 -1.88618
H 8.21032 -1.57137 2.90894
H -0.49344 -1.50317 0.53655
H 8.74772 2.89861 -2.49991
H 4.76097 -2.26536 2.42012
H 2.15236 5.98514 -0.62460
H 1.78227 -1.21918 4.30562
H 4.41951 2.68174 1.51436
H 2.17902 -0.92656 0.36759
H -10.06586 0.36941 -0.88688
H 4.01625 5.06161 1.49208
H -8.84836 -3.31988 -5.92283
H -6.24683 0.19483 -0.85897
H 4.38397 -0.43113 3.30986
```

Atom charges from the Mulliken analysis, given in e for atoms 1 to 4: number 1, Cs, carries 1.180; number 2, I, carries 0.039; number 3, I, carries -0.953; number 4, K, carries 0.879

[2]
Here is a 8-piece molecular cluster, C37H81ClF12N6O15S4 overall from the Open Molecules 2025 dataset. Energies are from the ωB97M-V functional and the def2-TZVPD basis.

Its HOMO energy is -8.442 eV. As for the HOMO-LUMO gap: 8.39 eV. The LUMO energy comes out at -0.054 eV. The calculation puts the total energy at -6166.57382 a.u.

Structure (XYZ):
```
156
C37H81ClF12N6O15S4 | the Open Molecules 2025 dataset | the ωB97M-V functional and the def2-TZVPD basis
Cl -25.43813 -4.09750 4.92788
S -26.20104 -6.16241 9.13205
S -30.23100 -8.09033 2.44655
S -28.33952 -6.46051 1.01745
S -27.57215 -8.24260 10.54544
F -25.34549 -8.15832 12.00078
F -25.53864 -10.09084 11.14671
F -28.12182 -4.99260 -1.21874
F -27.70673 -4.12260 8.82523
F -32.44371 -9.46307 1.62071
F -26.85242 -9.49589 12.79608
F -29.72762 -4.24819 0.00229
F -32.56378 -7.19825 1.41860
F -26.45945 -3.88199 10.51433
F -30.14008 -5.97400 -1.09681
F -31.32730 -8.28919 0.06489
F -25.59509 -3.68355 8.52908
O -25.49499 -10.35285 2.06426
O -25.95864 -0.33838 2.72718
O -26.87336 0.08859 4.67319
O -24.75983 -6.23486 9.33657
O -21.20236 -5.32659 -0.02243
O -22.70359 2.34542 4.89380
O -27.59701 -9.11636 9.41397
O -26.62302 -6.41570 7.78004
O -30.27017 -1.11387 6.74457
O -28.20622 -0.52815 2.99057
O -27.35564 -5.61082 1.60767
O -30.65669 -7.88611 3.81230
O -27.90691 -7.57421 0.27144
O -29.38714 -9.29258 2.18153
O -28.76018 -8.14535 11.34266
N -27.12359 -6.70938 10.31092
N -29.56179 -6.77983 1.94105
N -26.38540 -8.81031 4.99570
N -23.93831 0.15859 6.76814
N -23.66279 -3.84877 1.39767
N -29.81957 -4.06573 5.45555
C -31.05102 -3.71290 4.72767
C -23.95853 0.29037 5.26540
C -29.21790 -5.15867 4.67316
C -26.91316 -0.24379 3.49882
C -30.88163 -3.24877 3.22209
C -22.66792 0.93479 4.73748
C -26.80200 -7.54743 4.43063
C -22.89631 -1.52982 1.60363
C -23.43178 -5.23065 2.07309
C -28.52990 -8.83603 6.41984
C -30.22698 -4.52288 6.83729
C -22.51419 -1.97972 6.43060
C -26.69751 -9.87000 2.62859
C -31.74361 -8.32117 1.32968
C -23.09897 -3.86958 0.01752
C -25.14737 -3.50759 1.43484
C -24.11204 -6.36758 1.40860
C -24.84429 -8.82855 5.08418
C -24.29093 -8.00345 6.26216
C -25.60705 -9.91764 0.65223
C -29.16240 -5.33046 -0.38923
C -22.00998 3.03905 3.86555
C -26.80498 -10.02937 4.14006
C -31.11977 -5.71285 6.93072
C -22.93770 -0.86882 7.34519
C -28.82014 -2.94924 5.62815
C -26.26555 -9.01451 11.70768
C -25.33268 -0.34624 7.06633
C -19.88071 -5.49296 -0.49073
C -26.97080 -8.96599 6.37807
C -22.97517 -2.89359 2.29917
C -21.61460 -3.98842 -0.08189
C -29.09761 -1.94055 6.77358
C -30.30607 0.07542 6.02777
C -23.71217 1.45375 7.55733
C -26.51178 -4.35594 9.31088
C -25.79228 -0.42578 8.53979
H -29.55184 0.16425 5.24713
H -28.01326 -0.59698 2.05336
H -30.34446 -3.94150 2.57666
H -25.63361 -4.15882 2.14908
H -31.74950 -4.56868 4.70193
H -22.17441 4.13576 4.02001
H -27.60346 -10.45207 2.34418
H -28.68043 -4.81309 3.73545
H -26.55022 -9.93441 6.71602
H -24.61016 -8.41634 7.25864
H -26.33906 -1.29494 8.85967
H -29.29970 -4.71969 7.34123
H -23.59005 -7.21625 1.77870
H -21.42911 -3.64823 -1.13261
H -23.98968 1.32992 8.63957
H -25.41647 -1.30045 6.55323
H -24.41275 2.18530 7.08908
H -26.35635 -7.26864 3.47955
H -26.12413 -10.80097 4.56521
H -30.82822 -6.51638 6.26711
H -25.59515 -3.58150 0.45091
H -22.18765 -1.54369 0.75698
H -31.87344 -3.07657 2.78010
H -31.31379 0.20661 5.64840
H -28.78267 -8.25030 7.31392
H -19.65258 -6.54453 -0.48586
H -22.02579 -0.35280 7.72965
H -23.38038 -2.91808 -0.39125
H -24.87266 0.78070 4.98212
H -24.83684 -10.30972 0.06302
H -21.85181 -2.56835 7.06444
H -21.99574 -1.54944 5.60059
H -19.77602 -5.12806 -1.56019
H -19.10474 -5.14000 0.16491
H -26.84450 -8.88509 2.30474
H -28.53785 -5.61234 5.38650
H -28.28000 -1.28830 6.64454
H -23.69913 -4.65320 -0.43889
H -24.56558 -8.33199 4.18710
H -22.41892 -5.46228 2.12222
H -28.99679 -9.81106 6.52642
H -27.80893 -3.38067 5.85047
H -29.00119 -8.22348 5.62453
H -31.50192 -2.99589 5.31232
H -27.88998 -7.49817 4.38324
H -22.35501 -0.87979 2.28741
H -22.36472 2.77540 2.84950
H -25.91881 0.38327 6.49931
H -26.52394 -10.26319 0.21392
H -30.04209 -5.84802 4.44572
H -26.57265 -6.76197 5.21941
H -24.50968 -9.88784 5.07570
H -31.14258 -6.08141 8.01532
H -23.86111 -1.04027 1.39651
H -21.69250 0.58516 5.26438
H -26.25409 0.55758 8.76341
H -21.97756 -3.19483 2.44263
H -32.12784 -5.42649 6.71294
H -22.51992 0.67396 3.72545
H -26.67390 -8.13926 7.01822
H -22.68022 1.66772 7.25797
H -30.32186 -2.27811 3.19395
H -30.71875 -3.71857 7.32789
H -28.93323 -2.42310 7.74813
H -25.55036 -8.90105 0.55067
H -23.42141 -1.29040 8.20291
H -25.30952 -2.50415 1.80367
H -23.21953 -2.73999 6.00950
H -23.16658 -8.07104 6.22909
H -23.71760 -5.10373 3.08684
H -24.44170 -6.95635 6.31766
H -30.07213 0.92877 6.70002
H -27.82250 -10.36023 4.33184
H -25.15803 -6.36310 1.71713
H -28.70020 -2.45407 4.67927
H -24.85218 -0.48231 9.17542
H -21.13394 -3.32709 0.69416
H -20.93684 2.94991 3.85572
H -24.03876 -6.41943 0.33038
H -23.50548 -2.94766 3.29027
H -24.10829 -0.67330 4.73702
```

Atom charges from the Mulliken analysis, given in e for atoms 1 to 4: number 1, Cl, carries -1.002; number 2, S, carries 1.335; number 3, S, carries 0.817; number 4, S, carries 0.668

[3]
Here is a 11-piece molecular cluster, C37H86Cl2O28P4 overall from the Open Molecules 2025 dataset. Energies are from the ωB97M-V functional and the def2-TZVPD basis.

Its relative energy (zero: lowest compared OMol25 entry of this formula, charge and spin) is 126.78 kcal/mol. Its HOMO energy is -10.111 eV. As for the HOMO-LUMO gap: 10.47 eV. The LUMO energy comes out at 0.361 eV. The calculation puts the total energy at -5854.16623 a.u.

Structure (XYZ):
```
157
C37H86Cl2O28P4 | the Open Molecules 2025 dataset | the ωB97M-V functional and the def2-TZVPD basis
Cl -1.28906 8.31576 3.28335
Cl -0.37662 5.66626 4.02284
P 2.09825 1.07535 -5.03654
P 1.71332 -3.60257 -5.09019
P -4.45236 3.62381 2.23391
P -0.33215 -7.18906 -0.33124
O 0.88994 -3.99935 -6.23470
O 1.12314 1.49866 6.84238
O -1.19787 1.62941 6.91983
O -0.78074 -8.25027 -1.35639
O -5.51938 -2.94263 2.79233
O 1.30402 -7.26119 -0.42860
O 3.14815 -2.81426 -5.43543
O 3.12056 -3.31937 2.66049
O 2.14201 0.98410 -6.50122
O 2.29092 2.62823 -4.62360
O -4.04686 -2.90683 1.07019
O -4.28369 2.02179 2.06161
O -1.87147 3.90252 -2.97601
O -0.58386 -5.75185 -1.14500
O 3.28357 4.56771 0.59341
O 0.54916 0.26693 1.99923
O 2.21189 -4.88339 -4.10380
O 3.24513 0.31758 -4.23576
O -4.50754 4.13989 0.71185
O -3.30879 4.22037 3.07381
O -0.49680 5.72219 -2.94008
O 0.14255 1.43957 0.14235
O -0.95547 -7.30384 1.01674
O 0.78376 0.60106 -4.31238
O -5.96299 3.75663 2.80355
O 4.86835 -2.59053 1.49442
O 0.93895 -2.72435 -4.02905
O 3.44246 2.29212 1.07475
C 1.04411 1.33384 5.37483
C 0.72544 0.52517 -2.93398
C 2.72745 4.89726 1.83634
C -4.75880 -1.94459 0.30320
C -0.25223 -3.25602 -3.43194
C 3.78316 -3.12157 1.53528
C -0.08265 3.94464 -1.36076
C 2.51678 -6.09724 -4.77505
C -0.29500 -1.50383 0.21932
C 3.46590 -2.56579 3.86057
C 3.30629 4.51030 3.21531
C -3.70742 3.48552 -0.18453
C 0.02106 1.38508 1.36023
C -6.50937 5.05502 2.80769
C -4.59319 -2.47009 -1.09446
C 2.99537 -3.42558 0.18202
C -0.06464 1.90939 8.86401
C -4.40844 -3.17602 2.31740
C 1.92730 -7.10402 -1.60593
C -1.11587 6.09812 -5.44051
C 3.51130 3.22294 0.24482
C -2.17635 -8.59201 -1.58207
C -3.35789 -3.99550 3.06929
C 2.44923 0.98012 4.83072
C -0.41679 2.57559 2.23569
C -0.10396 1.68784 7.41201
C 4.55145 0.43027 -4.69917
C -4.43951 1.13613 3.22472
C 2.36577 -2.82652 4.95663
C -1.97468 -5.22928 -1.11194
C -0.87920 4.49689 -2.54606
C 1.50774 3.59699 -5.33638
C -1.70242 6.61234 3.45571
C 3.81509 2.94409 -1.21085
C -1.09183 6.48447 -3.91047
C 3.58114 -2.56841 -6.73243
C 0.71684 -0.97024 1.28035
H 4.36777 2.02162 -1.38883
H -0.60470 3.07815 -0.95484
H -1.40897 6.95095 -6.05277
H 3.50379 -1.48908 3.69519
H 3.67477 -3.30437 -0.66167
H 3.15158 1.68883 5.26953
H -0.79432 2.10567 3.14385
H -1.88966 -4.14492 -1.04091
H -0.91460 2.53462 9.13742
H -2.19426 -9.40376 -2.30928
H 0.97073 3.78105 -1.58820
H 1.38618 -2.67866 4.50207
H 3.08207 -6.71725 -4.07926
H -0.07561 1.05825 9.54486
H 2.39523 5.93458 1.87767
H 4.92073 -0.59179 -4.78364
H -2.52395 -5.67561 -0.28297
H 2.57378 -4.42632 0.08766
H -3.55545 -2.26575 -1.35798
H 1.78104 4.35652 1.83335
H -6.32599 5.61736 3.72326
H 2.52577 -2.29040 5.89208
H -6.19822 5.72684 2.00772
H 1.73082 -7.94540 -2.27044
H 4.07424 5.20323 3.55913
H 2.73899 0.00441 5.22075
H 4.35558 3.75973 -1.69116
H 1.38930 1.28071 -2.51382
H 5.05132 0.93208 -3.87067
H -0.07454 -2.55065 0.01038
H 0.71264 3.93326 -4.67092
H -1.77965 5.26793 -5.68196
H -4.23517 -0.99615 0.18335
H -1.36400 -1.61629 0.40005
H -5.03431 -1.82744 -1.85638
H -2.45657 -3.40814 3.24459
H -5.79779 -1.72445 0.54844
H -5.01534 -3.46927 -1.20175
H 4.68468 1.06546 -5.57489
H 4.47704 -3.13832 -6.97877
H 1.00555 3.22445 -6.22919
H -0.10171 4.59046 -0.48289
H -2.68548 3.82998 -0.02615
H 0.73424 2.35349 5.14593
H 3.78591 3.53255 3.26105
H -0.30195 -3.01201 -2.37077
H -2.48431 6.48000 4.20354
H -7.58239 4.87429 2.74392
H 0.40275 3.27915 2.38216
H -0.22822 -0.92546 -0.70217
H 2.54608 4.33161 3.97573
H -3.68947 2.39625 -0.14888
H 2.17991 -2.70304 0.14990
H -1.12700 -2.84742 -3.93783
H 0.84227 2.45582 9.12292
H 0.78184 -1.72012 2.06874
H -2.57411 -5.36576 -2.01202
H 2.99832 -7.00995 -1.42655
H -3.52454 0.76770 3.68860
H 2.35825 -3.89281 5.18261
H -5.15028 0.34620 2.98202
H -4.79094 1.68834 4.09631
H -2.00657 6.23401 2.47977
H -0.06765 5.88974 -5.65475
H 1.66768 -0.76498 0.78855
H 0.31518 0.55927 5.13650
H -1.28183 3.03797 1.76029
H -0.64773 7.46319 -3.72889
H -3.11621 -4.86083 2.45213
H 1.58042 -6.58900 -5.03864
H -2.93625 -7.99343 -2.08443
H 1.12322 -0.43461 -2.60429
H -3.69745 -4.31835 4.05345
H 2.47469 0.95739 3.74125
H 2.83939 2.77541 -1.66656
H 1.61577 -6.14920 -2.02947
H 2.05403 4.46695 -5.70086
H 3.88079 -1.52218 -6.79322
H -0.25556 -4.34487 -3.48189
H -2.68474 -8.86747 -0.65807
H 3.16804 -5.84662 -5.61240
H 4.48169 -2.87137 4.11134
H 2.80382 -2.84327 -7.44540
H -3.99713 3.79576 -1.18848
H -2.14607 6.57783 -3.64976
H -0.27888 0.74197 -2.57005
```

Atom charges from the Mulliken analysis, given in e for atoms 1 to 4: number 1, Cl, carries -0.203; number 2, Cl, carries -0.080; number 3, P, carries 1.172; number 4, P, carries 0.438